C5H9NO4 | ωB97M-V/def2-TZVPD

CARTESIAN COORDINATES (ANGSTROEM)
C: 2.143870 -0.889644 -1.164290
N: 0.698460 -1.186489 -1.184877
C: -0.062928 -0.530194 0.058838
C: -0.187613 1.028023 -0.218073
C: -0.722120 1.778505 0.858155
O: -1.377030 2.741881 0.883028
O: -0.564162 1.131918 2.100642
C: -1.421023 -1.183117 0.048748
O: -1.923095 -1.666627 -0.842237
O: -1.936592 -1.208687 1.280940
H: 2.555261 -1.256570 -0.484951
H: 2.441540 0.285467 -1.532708
H: 2.497004 -1.659970 -1.928173
H: 0.101471 -0.713552 -2.090530
H: 0.605633 -0.516127 0.808340
H: -1.096996 1.000560 -1.147376
H: 0.690624 1.560697 -0.377923
H: -1.037344 1.874990 2.865600
H: -1.404959 -0.591063 2.066846

Atomic forces in eV per Å
-6.38 6.13 -14.15
-3.08 2.96 -0.09
0.98 1.46 -6.58
-4.19 -3.26 -3.59
-1.67 -1.75 4.01
-1.19 3.18 -0.95
-1.24 2.98 3.15
3.85 2.44 6.49
-3.05 -2.42 -5.34
0.48 1.93 4.03
6.12 -4.56 11.76
-0.42 -3.32 1.36
0.01 1.60 0.03
2.68 -1.87 3.05
1.70 -1.32 3.28
3.09 0.99 2.38
2.01 0.30 -1.50
2.06 -3.23 -3.56
-1.77 -2.27 -3.78

Output
energy above the lowest of the compared OMol25 structures with the same formula, charge and spin = 600.5 kJ/mol
SMILES string = CN[C@@H](CC(=O)O)C(=O)O
total charge = 0
Kohn-Sham gap = 0.346 hartree
multiplicity = 1